Entry 1:
Computed, not measured: a 8-piece molecular cluster, C36H64BrF14N9O11P overall in a non-equilibrium geometry, with wB97M-V/def2-TZVPD.

```
136
Properties=species:S:1:pos:R:3
N 4.3260 2.0160 -1.0130
P 4.5344 0.9958 -2.4304
O 4.2615 2.0430 -3.7729
C 3.2454 -0.4431 -2.4656
C 2.6999 -0.7811 -0.9949
C 1.2142 -1.2711 -0.9306
C 0.9470 -2.7647 -1.2757
F 1.0634 -2.9268 -2.6311
F 1.8715 -3.5049 -0.5688
C -0.4666 -3.2839 -0.7928
F -1.1820 -2.3713 -0.0546
F -0.2759 -4.3577 0.0497
C -1.4355 -3.8011 -1.9141
F -0.9251 -4.8393 -2.6376
F -2.5055 -4.3712 -1.2345
C -2.0850 -2.6793 -2.8208
F -2.4855 -3.1713 -4.0160
F -1.3593 -1.5611 -2.9357
F -3.2508 -2.3033 -2.1964
C 4.2311 -1.6834 -2.7547
O 3.9077 -2.8495 -2.4966
O 5.3649 -1.4635 -3.3233
N 2.2321 -0.3682 -3.5030
C 1.3770 0.7983 -3.6412
C 1.2054 1.7954 -2.4598
C -0.1306 2.6205 -2.7592
C -0.0029 3.5789 -3.9708
F 1.2557 4.0518 -4.1917
F -0.7850 4.7033 -3.6664
C -0.5661 3.0241 -5.3527
F 0.4554 2.9935 -6.2420
F -1.1801 1.8316 -5.2745
F -1.5091 3.8943 -5.8363
C 2.5389 -1.0878 -4.7329
C 1.5253 -0.7884 -5.9172
O 1.7921 0.0543 -6.6964
Br -0.1532 -1.7818 -6.1607
H 3.3575 2.1277 -0.6991
H 4.6428 2.9481 -1.3092
H 4.8323 1.7462 -4.5017
H 2.7434 0.1196 -0.3238
H 3.3518 -1.5301 -0.4821
H 0.8958 -1.1392 0.1397
H 0.4959 -0.6525 -1.5186
H 0.3355 0.4426 -3.8893
H 1.7608 1.4299 -4.4951
H 2.0076 2.5752 -2.4272
H 1.0609 1.3675 -1.4477
H -0.9602 1.8845 -2.8395
H -0.3426 3.2349 -1.8500
H 3.5283 -0.7681 -5.1566
H 2.4799 -2.2038 -4.6328
C -3.6593 5.7979 -4.2080
C -4.8202 6.6743 -3.8144
O -5.8823 6.2142 -3.4248
N -4.6530 8.0236 -3.9053
C -3.4793 8.7538 -4.3406
H -3.9374 4.7541 -4.0843
H -3.3999 5.9653 -5.2548
H -2.7995 6.0043 -3.5704
H -5.4679 8.5485 -3.6268
H -3.1534 9.4072 -3.5285
H -3.7499 9.3684 -5.2020
H -2.6655 8.0894 -4.6154
C -4.9702 -1.7247 3.7975
C -3.9436 -1.3085 2.7754
O -3.2182 -0.3369 2.9396
N -3.8386 -2.0539 1.6419
C -4.5994 -3.2281 1.2679
H -4.9362 -1.0424 4.6390
H -5.9711 -1.6878 3.3606
H -4.7549 -2.7274 4.1585
H -3.1325 -1.7187 1.0045
H -3.9071 -4.0592 1.1188
H -5.1143 -3.0250 0.3263
H -5.3289 -3.4988 2.0257
C 8.6476 4.5154 1.7009
C 7.3988 4.0559 0.9870
O 6.2873 4.4310 1.3241
N 7.5493 3.1999 -0.0578
C 8.7773 2.6515 -0.5967
H 8.3705 5.1909 2.5072
H 9.1731 3.6602 2.1300
H 9.3024 5.0498 1.0099
H 6.6749 2.9327 -0.4897
H 8.8574 2.9411 -1.6463
H 8.7287 1.5629 -0.5349
H 9.6527 3.0041 -0.0582
C -2.0395 -10.3498 -3.6892
C -2.4240 -9.2883 -4.6894
O -2.4779 -9.5165 -5.8888
N -2.7148 -8.0487 -4.2142
C -2.7073 -7.5896 -2.8375
H -1.8376 -11.2802 -4.2149
H -1.1374 -10.0522 -3.1518
H -2.8568 -10.5189 -2.9857
H -2.9628 -7.3901 -4.9369
H -3.7071 -7.2276 -2.5881
H -2.0020 -6.7666 -2.7490
H -2.4271 -8.3779 -2.1450
C -4.5999 -3.5933 8.5603
C -4.9830 -2.5227 7.5719
O -5.0382 -2.7367 6.3691
N -5.2707 -1.2882 8.0609
C -5.2594 -0.8460 9.4423
H -4.3992 -4.5204 8.0271
H -3.6966 -3.3000 9.0992
H -5.4169 -3.7678 9.2624
H -5.5187 -0.6208 7.3462
H -6.2567 -0.4844 9.7006
H -4.5488 -0.0230 9.5386
H -4.9786 -1.6439 10.1240
C -0.4606 -3.5682 12.4056
C -1.7093 -4.0245 11.6947
O -2.8213 -3.6300 12.0160
N -1.5680 -4.9025 10.6664
C -0.3468 -5.4807 10.1389
H -0.7329 -2.8739 13.1970
H 0.0512 -4.4216 12.8539
H 0.2044 -3.0558 11.7082
H -2.4444 -5.1622 10.2396
H -0.2604 -5.2111 9.0849
H -0.4120 -6.5673 10.2210
H 0.5326 -5.1324 10.6721
C 2.1199 6.6949 -2.5886
C 3.3166 6.8276 -1.6827
O 3.4177 6.1918 -0.6481
N 4.3034 7.6921 -2.0542
C 4.3655 8.5278 -3.2356
H 1.4264 5.9745 -2.1626
H 1.6084 7.6554 -2.6813
H 2.4299 6.3370 -3.5717
H 5.0711 7.7279 -1.4007
H 5.2583 8.2616 -3.8054
H 4.4444 9.5713 -2.9219
H 3.4890 8.4079 -3.8655
```

Output
HOMO-LUMO gap	0.217	Eh
charge	-1
HOMO energy	-4.289	eV



Entry 2:
Computed, not measured: an isolated ion of composition C7H13F5NO7P2S and charge -1 in a non-equilibrium geometry, with wB97M-V/def2-TZVPD.

```
36
Properties=species:S:1:pos:R:3
C 0.2328 1.5438 2.7634
C 0.1728 2.8636 1.8010
C -1.0632 2.6914 0.7598
O -0.6402 2.2127 -0.5412
C -1.4105 1.0742 -0.9978
P -0.4973 -0.4992 -0.3148
O 0.2694 -1.8747 0.4983
C -0.2144 -1.8716 1.8421
N -0.8138 -1.9313 2.8949
P -2.1083 -1.7797 -1.0853
O -2.8812 -1.2055 -2.2854
O -3.2701 -1.9096 0.2035
O -1.6443 -3.3666 -1.4926
S 0.7316 -0.6923 -2.0955
O 0.9982 0.6945 -2.6870
O 0.0393 -1.4684 -3.2173
C 2.3954 -1.5041 -1.8301
F 3.0680 -1.5298 -3.1093
F 2.3247 -2.8755 -1.4179
C 3.3834 -0.7448 -0.8136
F 3.3371 0.6621 -0.8720
F 4.7256 -1.1095 -1.2021
F 3.2623 -1.1918 0.5401
H 1.0211 0.8492 2.3017
H -0.8008 1.0335 2.8623
H 0.5125 1.8755 3.8279
H 1.1853 2.9998 1.2632
H 0.0256 3.7948 2.4488
H -1.5148 3.7384 0.5984
H -1.8672 2.0458 1.2634
H -2.4767 1.0229 -0.5444
H -1.5490 1.0517 -2.1301
H 0.5503 0.3355 0.2639
H -1.2385 -0.2687 0.9258
H -3.3786 -0.9892 0.5542
H -0.8667 -3.6773 -0.9767
```

Output
HOMO-LUMO gap	0.338	Eh
charge	-1
HOMO energy	-6.175	eV



Entry 3:
Computed, not measured: a 2-piece molecular cluster, C8H8ClN3 overall in a non-equilibrium geometry, with wB97M-V/def2-TZVPD.

```
20
Properties=species:S:1:pos:R:3
C 0.4841 1.8080 2.2835
C 0.9049 1.5502 1.1570
C -2.4439 -0.2119 0.3103
C -1.8571 -1.3337 0.7400
C -1.8680 0.4508 -0.8172
C -0.7562 -1.8589 0.0208
C -0.2540 -1.0557 -1.0636
C 1.5417 1.1275 0.0040
N -0.8095 0.0465 -1.4247
N 3.0856 0.0740 -1.4383
N 2.5882 0.3765 -0.2611
Cl 0.0830 -3.2639 0.4974
H -0.1791 2.3614 2.8765
H -3.2324 -0.0239 0.9222
H -2.1811 -1.8109 1.7885
H -2.3186 1.3887 -1.2066
H 1.2343 1.4746 -0.9202
H 2.4905 0.6036 -2.2058
H 0.6254 -1.4783 -1.7189
H 2.8622 -0.2245 0.4561
```

Output
energy above the lowest of the compared OMol25 structures with the same formula, charge and spin	6.777	eV
HOMO-LUMO gap (alpha / beta)	0.290 / 0.293	Eh
HOMO energy (alpha / beta)	-7.598 / -7.750	eV



Repeat the third record exactly.
Computed, not measured: a 2-piece molecular cluster, C8H8ClN3 overall in a non-equilibrium geometry, with wB97M-V/def2-TZVPD.

```
20
Properties=species:S:1:pos:R:3
C 0.4841 1.8080 2.2835
C 0.9049 1.5502 1.1570
C -2.4439 -0.2119 0.3103
C -1.8571 -1.3337 0.7400
C -1.8680 0.4508 -0.8172
C -0.7562 -1.8589 0.0208
C -0.2540 -1.0557 -1.0636
C 1.5417 1.1275 0.0040
N -0.8095 0.0465 -1.4247
N 3.0856 0.0740 -1.4383
N 2.5882 0.3765 -0.2611
Cl 0.0830 -3.2639 0.4974
H -0.1791 2.3614 2.8765
H -3.2324 -0.0239 0.9222
H -2.1811 -1.8109 1.7885
H -2.3186 1.3887 -1.2066
H 1.2343 1.4746 -0.9202
H 2.4905 0.6036 -2.2058
H 0.6254 -1.4783 -1.7189
H 2.8622 -0.2245 0.4561
```

Output
energy above the lowest of the compared OMol25 structures with the same formula, charge and spin	6.777	eV
HOMO-LUMO gap (alpha / beta)	0.290 / 0.293	Eh
HOMO energy (alpha / beta)	-7.598 / -7.750	eV